{"formula": "C76H209N19O19", "method": "ωB97M-V/def2-TZVPD", "e_homo_ev": -8.440, "lumo_ev": 0.366, "multiplicity": 1, "max_force_ha_per_bohr": 0.0685, "e_above_lowest_kj_mol": 392.8, "total_charge": 0, "total_energy_ha": -5490.41973, "orbital_gap_ev": 8.81, "species": ["C", "C", "C", "O", "C", "N", "H", "H", "H", "H", "H", "H", "H", "H", "H", "H", "H", "C", "C", "C", "O", "C", "N", "H", "H", "H", "H", "H", "H", "H", "H", "H", "H", "H", "C", "C", "C", "O", "C", "N", "H", "H", "H", "H", "H", "H", "H", "H", "H", "H", "H", "C", "C", "C", "O", "C", "N", "H", "H", "H", "H", "H", "H", "H", "H", "H", "H", "H", "C", "C", "C", "O", "C", "N", "H", "H", "H", "H", "H", "H", "H", "H", "H", "H", "H", "C", "C", "C", "O", "C", "N", "H", "H", "H", "H", "H", "H", "H", "H", "H", "H", "H", "C", "C", "C", "O", "C", "N", "H", "H", "H", "H", "H", "H", "H", "H", "H", "H", "H", "C", "C", "C", "O", "C", "N", "H", "H", "H", "H", "H", "H", "H", "H", "H", "H", "H", "C", "C", "C", "O", "C", "N", "H", "H", "H", "H", "H", "H", "H", "H", "H", "H", "H", "C", "C", "C", "O", "C", "N", "H", "H", "H", "H", "H", "H", "H", "H", "H", "H", "H", "C", "C", "C", "O", "C", "N", "H", "H", "H", "H", "H", "H", "H", "H", "H", "H", "H", "C", "C", "C", "O", "C", "N", "H", "H", "H", "H", "H", "H", "H", "H", "H", "H", "H", "C", "C", "C", "O", "C", "N", "H", "H", "H", "H", "H", "H", "H", "H", "H", "H", "H", "C", "C", "C", "O", "C", "N", "H", "H", "H", "H", "H", "H", "H", "H", "H", "H", "H", "C", "C", "C", "O", "C", "N", "H", "H", "H", "H", "H", "H", "H", "H", "H", "H", "H", "C", "C", "C", "O", "C", "N", "H", "H", "H", "H", "H", "H", "H", "H", "H", "H", "H", "C", "C", "C", "O", "C", "N", "H", "H", "H", "H", "H", "H", "H", "H", "H", "H", "H", "C", "C", "C", "O", "C", "N", "H", "H", "H", "H", "H", "H", "H", "H", "H", "H", "H", "C", "C", "C", "O", "C", "N", "H", "H", "H", "H", "H", "H", "H", "H", "H", "H", "H"], "xyz": [[-0.02611, -7.44506, 1.93750], [0.97733, -7.28857, 3.03890], [0.82776, -5.98800, 3.92235], [1.80505, -5.87132, 4.90668], [1.81670, -4.62200, 5.59523], [0.94377, -8.50427, 3.82437], [0.20529, -8.28686, 1.28487], [-0.13439, -6.55007, 1.32483], [-0.99890, -7.59332, 2.40632], [1.97129, -7.15893, 2.61070], [-0.16425, -5.93544, 4.37096], [0.86746, -5.13302, 3.24742], [1.93134, -3.86338, 4.82098], [2.62073, -4.43191, 6.30621], [0.81942, -4.57477, 6.03260], [1.83475, -8.43120, 4.29438], [0.26548, -8.32027, 4.54976], [3.38605, 0.81657, 3.36598], [3.97239, 2.21067, 3.25239], [2.93474, 3.36865, 3.43011], [2.11205, 3.40100, 2.23208], [0.79077, 3.85620, 2.52018], [5.09562, 2.35996, 4.10439], [2.57443, 0.69304, 2.64897], [3.04452, 0.63658, 4.38533], [4.06265, 0.00577, 3.09593], [4.44112, 2.22297, 2.26839], [3.40656, 4.33751, 3.59390], [2.48256, 3.12413, 4.39129], [0.76184, 4.88845, 2.86908], [0.40131, 3.24438, 3.33388], [0.20293, 3.74678, 1.60883], [5.78284, 2.83410, 3.53602], [5.53300, 1.47628, 4.32328], [-3.66942, -5.77083, 4.09211], [-2.91720, -5.17628, 2.92549], [-3.77898, -4.53822, 1.83041], [-2.96122, -4.18736, 0.78758], [-3.60844, -4.17340, -0.45758], [-2.06228, -4.21254, 3.53776], [-4.14736, -4.99803, 4.69418], [-2.87159, -6.33897, 4.57042], [-4.44640, -6.44746, 3.73637], [-2.33109, -5.93555, 2.40771], [-4.36887, -3.66110, 2.09648], [-4.52660, -5.26498, 1.51266], [-2.90669, -3.77937, -1.19270], [-4.45522, -3.48879, -0.50634], [-3.69851, -5.17791, -0.87104], [-2.62111, -3.41944, 3.81849], [-1.51116, -3.81987, 2.78797], [2.45322, 2.85280, -5.75254], [3.49871, 3.09563, -4.63895], [3.16878, 4.30487, -3.82927], [2.04851, 4.10683, -3.00502], [2.08739, 4.95099, -1.83640], [3.54506, 1.89656, -3.80970], [1.49453, 2.50661, -5.36633], [2.74543, 2.08748, -6.47157], [2.29052, 3.75549, -6.34140], [4.47696, 3.28541, -5.08068], [3.11552, 5.11985, -4.55112], [4.04223, 4.49619, -3.20591], [2.69888, 4.60940, -1.00124], [1.03626, 5.06891, -1.57311], [2.42696, 5.92923, -2.17675], [2.69466, 1.96870, -3.26958], [3.38819, 1.09769, -4.40746], [-0.27685, 0.25076, 4.72182], [-1.52754, -0.65728, 4.78113], [-2.38014, -0.40372, 6.02632], [-3.50864, -1.22440, 6.25011], [-3.17469, -2.51972, 6.62089], [-2.35224, -0.49923, 3.56347], [-0.50179, 1.29819, 4.92279], [0.27442, 0.26809, 3.78166], [0.47560, -0.00753, 5.46694], [-1.15918, -1.67820, 4.68049], [-2.77420, 0.58386, 5.78658], [-1.78294, -0.31916, 6.93423], [-3.12022, -3.03717, 5.66310], [-3.98699, -2.95062, 7.20620], [-2.24355, -2.66519, 7.16855], [-3.16563, -1.09585, 3.61392], [-2.76812, 0.42110, 3.55108], [2.83894, -2.99255, 2.36749], [2.84132, -3.97289, 1.26531], [1.82992, -3.66010, 0.15754], [1.79937, -4.69280, -0.83822], [0.53311, -4.70810, -1.57299], [4.17668, -4.02119, 0.73033], [3.58275, -3.29847, 3.10319], [1.84931, -2.90632, 2.81613], [3.07908, -1.98170, 2.03793], [2.56434, -4.94004, 1.68483], [1.83128, -2.67987, -0.31917], [0.88501, -3.63970, 0.70053], [0.41619, -5.52466, -2.28549], [0.53800, -3.73825, -2.07044], [-0.30803, -4.67254, -0.88066], [4.09955, -4.52200, -0.14334], [4.51455, -3.08013, 0.58762], [3.78867, 8.58027, -1.59755], [2.36185, 8.87221, -2.09871], [1.26807, 8.87604, -0.99123], [1.05892, 7.59031, -0.47042], [0.12477, 7.60648, 0.60243], [2.54328, 10.18218, -2.80264], [4.07484, 9.22973, -0.77026], [4.63829, 8.67293, -2.27407], [3.89545, 7.54160, -1.28472], [2.00479, 8.16259, -2.84506], [0.32960, 9.26616, -1.38516], [1.51088, 9.53863, -0.16049], [-0.81595, 7.82713, 0.09800], [0.37446, 8.31364, 1.39342], [0.05320, 6.62032, 1.06122], [1.63469, 10.45885, -3.14615], [3.05631, 9.94483, -3.63965], [9.83995, -3.44689, 4.21008], [8.56018, -3.89660, 3.49366], [8.15283, -2.93399, 2.44843], [7.81033, -1.70853, 3.08671], [7.14257, -0.78787, 2.25651], [8.83999, -5.19710, 2.81534], [10.78824, -3.44509, 3.67267], [10.00817, -4.05907, 5.09611], [9.68236, -2.42891, 4.56644], [7.74504, -3.95115, 4.21525], [7.33176, -3.33207, 1.85222], [8.93949, -2.77086, 1.71177], [6.78748, 0.06828, 2.83010], [6.38683, -1.26036, 1.62904], [7.96086, -0.34297, 1.69032], [8.04928, -5.23769, 2.18826], [8.83684, -6.00128, 3.42640], [-1.53450, -1.00870, -4.37342], [-0.18274, -0.32573, -4.67009], [0.97950, -1.29224, -4.61477], [2.25940, -0.69057, -5.07937], [3.37821, -1.55376, -5.09379], [-0.24375, 0.23417, -6.08553], [-1.53823, -1.76185, -3.58548], [-1.97479, -1.52410, -5.22699], [-2.32542, -0.30856, -4.10442], [0.03249, 0.46413, -3.95044], [0.79750, -2.06077, -5.36600], [1.24963, -1.70580, -3.64312], [4.19438, -1.07515, -5.63498], [3.11497, -2.47147, -5.61971], [3.57400, -1.88533, -4.07407], [-0.42275, -0.53909, -6.71013], [0.71251, 0.48133, -6.29666], [6.30204, 0.04070, -5.27568], [7.82658, 0.55195, -5.04585], [8.76802, 0.21926, -6.20305], [8.80120, -1.21061, -6.45963], [9.31127, -1.45946, -7.78160], [7.66020, 1.94994, -4.62517], [5.83326, 0.63206, -6.06221], [5.65034, 0.04685, -4.40199], [6.44112, -0.98560, -5.61548], [8.17006, -0.01359, -4.17965], [9.80403, 0.53183, -6.07240], [8.35971, 0.79144, -7.03612], [8.93561, -0.72064, -8.48951], [8.98159, -2.41617, -8.18672], [10.39648, -1.36187, -7.81125], [7.09308, 2.03067, -3.79334], [8.55222, 2.23711, -4.24840], [-6.27767, -3.06262, 4.60801], [-6.45978, -1.68312, 4.04619], [-7.25111, -0.86626, 5.01814], [-7.53840, 0.43430, 4.44843], [-8.81782, 0.47745, 3.74194], [-5.14165, -1.11319, 3.85271], [-5.75025, -3.11252, 5.56061], [-5.84184, -3.77931, 3.91195], [-7.28204, -3.45336, 4.77133], [-6.98087, -1.73353, 3.09014], [-6.64636, -0.74599, 5.91698], [-8.17454, -1.37217, 5.29994], [-8.85436, -0.20471, 2.89257], [-9.17352, 1.44156, 3.37850], [-9.67363, 0.24104, 4.37424], [-5.32594, -0.17374, 3.53086], [-4.76163, -0.96864, 4.77726], [-6.41916, 3.35717, -1.55825], [-6.90010, 3.74166, -2.93543], [-6.72713, 2.56524, -3.97936], [-7.26643, 2.88518, -5.30128], [-6.47688, 3.66893, -6.15015], [-8.30031, 4.16981, -2.75028], [-6.09356, 4.21572, -0.97089], [-5.51799, 2.74412, -1.54480], [-7.14075, 2.69600, -1.07840], [-6.33949, 4.60826, -3.28589], [-7.41416, 1.78795, -3.64485], [-5.71215, 2.18104, -4.08088], [-5.48116, 3.27623, -6.35616], [-6.29013, 4.66090, -5.73877], [-7.05314, 3.79770, -7.06635], [-8.76259, 4.09965, -3.64553], [-8.36849, 5.17205, -2.64558], [8.39401, -3.12250, -2.54089], [7.41318, -2.72072, -1.39932], [6.29836, -1.81300, -1.95944], [5.42778, -1.48926, -0.90397], [4.13462, -1.05878, -1.33544], [6.89169, -3.97444, -0.87757], [9.14951, -3.76441, -2.08780], [8.97100, -2.33945, -3.03285], [7.93184, -3.67008, -3.36226], [7.97187, -2.22907, -0.60292], [5.70408, -2.37075, -2.68320], [6.75064, -0.90184, -2.35101], [3.62631, -0.58085, -0.49800], [3.57125, -1.93131, -1.66616], [4.23081, -0.28166, -2.09369], [6.23257, -4.38003, -1.52652], [6.26451, -3.86185, -0.09394], [-4.47866, 1.75193, 1.68967], [-3.37867, 2.43078, 2.42179], [-3.40183, 4.00867, 2.26491], [-2.39837, 4.51220, 3.08840], [-2.23151, 5.93978, 3.06071], [-3.53372, 2.04789, 3.82312], [-5.42665, 2.21812, 1.95818], [-4.64918, 0.67648, 1.73904], [-4.36134, 1.92838, 0.62046], [-2.41309, 2.01448, 2.13464], [-4.32524, 4.47781, 2.60448], [-3.24340, 4.41148, 1.26454], [-2.17879, 6.28509, 2.02819], [-1.28767, 6.25316, 3.50686], [-3.07580, 6.37287, 3.59709], [-2.87949, 2.66874, 4.27769], [-4.41118, 2.34406, 4.22616], [7.78786, 1.85782, -0.68133], [6.71922, 2.85213, -1.09318], [7.27752, 4.19463, -1.64464], [7.93295, 4.84105, -0.57209], [8.68286, 6.01280, -1.03713], [5.90496, 2.10168, -1.96706], [8.43824, 1.69990, -1.54165], [7.34401, 0.90667, -0.38737], [8.50671, 2.17046, 0.07605], [6.14768, 3.16248, -0.21845], [6.38261, 4.72401, -1.97174], [7.89263, 4.03390, -2.53003], [9.36022, 5.84555, -1.87457], [9.22486, 6.42064, -0.18389], [7.95912, 6.78595, -1.29509], [5.69677, 1.21322, -1.53415], [5.14315, 2.68930, -2.27437], [-9.98047, -4.04778, 4.84777], [-10.40207, -4.75940, 3.50913], [-9.21545, -5.08961, 2.55022], [-8.49981, -3.89403, 2.25472], [-7.32946, -4.08452, 1.51207], [-11.21731, -5.91222, 3.80354], [-9.34801, -4.76122, 5.37608], [-10.87766, -3.83064, 5.42742], [-9.44424, -3.10835, 4.71349], [-11.05027, -4.07842, 2.95759], [-9.68243, -5.50421, 1.65683], [-8.55181, -5.88032, 2.90015], [-7.56812, -4.35218, 0.48274], [-6.74631, -4.83300, 2.04855], [-6.80000, -3.13182, 1.50029], [-10.60237, -6.71269, 3.83813], [-11.90216, -6.12379, 3.09198], [-1.77560, 2.45812, -2.86027], [-2.10260, 3.39236, -3.94126], [-2.19894, 4.92615, -3.53860], [-3.37738, 5.24598, -2.80489], [-3.37874, 6.51648, -2.23294], [-0.96170, 3.26071, -4.87360], [-1.40761, 1.47268, -3.14590], [-2.68734, 2.42038, -2.26411], [-0.98162, 2.89487, -2.25452], [-3.04574, 3.14041, -4.42614], [-2.17649, 5.50441, -4.46229], [-1.26683, 5.30665, -3.12087], [-2.53742, 6.58472, -1.54328], [-4.27886, 6.61717, -1.62651], [-3.36313, 7.35173, -2.93310], [-0.15986, 3.47435, -4.29782], [-0.90855, 2.31509, -5.22442], [-2.17278, -0.56044, -0.02577], [-0.85803, -1.28740, 0.29379], [0.36138, -0.36370, 0.48104], [0.65318, 0.15933, -0.78821], [1.59896, 1.19383, -0.74475], [-1.05476, -2.04841, 1.47751], [-2.21111, -0.08009, -1.00347], [-2.46323, 0.25946, 0.63112], [-3.01467, -1.25213, 0.00405], [-0.55517, -1.98066, -0.49092], [1.20139, -0.91051, 0.90940], [0.13647, 0.44628, 1.17490], [1.19527, 2.20555, -0.70532], [2.17995, 1.00359, -1.64718], [2.27611, 1.12801, 0.10686], [-1.77570, -2.69153, 1.18298], [-1.48764, -1.41791, 2.13720], [-7.08041, -0.35367, -0.54230], [-7.80793, -0.80880, -1.81229], [-7.37156, -2.22134, -2.33387], [-6.00142, -2.35803, -2.62665], [-5.72809, -2.03118, -3.96384], [-9.28184, -0.75140, -1.69074], [-7.47773, 0.64809, -0.37888], [-6.00618, -0.17837, -0.60070], [-7.40218, -1.00000, 0.27429], [-7.53467, -0.13155, -2.62146], [-7.97240, -2.67527, -3.12193], [-7.59621, -2.87806, -1.49344], [-4.68003, -2.30866, -4.07643], [-5.72807, -0.95290, -4.12322], [-6.38428, -2.44932, -4.72718], [-9.59331, -1.43527, -1.01590], [-9.71068, -1.10444, -2.53428]], "forces_ev_per_a": [[-0.74, 0.89, -0.18], [0.63, 1.32, 0.42], [-0.85, -0.19, -1.13], [1.81, -0.99, 0.62], [-1.17, -0.12, -1.43], [0.81, 0.25, 0.34], [0.04, 0.00, 0.23], [0.15, 0.16, -0.15], [-0.19, -0.32, -0.11], [0.21, -0.35, -0.17], [-0.40, -0.15, 0.17], [0.05, 0.33, -0.23], [-0.26, 0.44, 0.14], [-0.01, -0.97, 0.03], [0.06, 0.72, 0.50], [0.17, -0.70, 0.63], [-0.31, -0.35, 0.34], [-0.73, 0.03, -0.03], [-0.25, -0.39, -1.74], [1.03, -1.21, -1.04], [0.06, 0.14, 1.53], [0.54, -0.50, 0.09], [1.33, 0.70, 1.35], [-0.40, 0.15, 0.22], [-0.25, -0.11, 0.05], [0.52, 0.27, 0.13], [-0.91, 0.46, -0.85], [0.30, 0.05, -0.27], [-1.09, 0.00, -0.15], [0.14, 0.28, -0.11], [-0.46, -0.10, -0.10], [-0.07, -0.01, 0.12], [0.39, 0.37, 0.50], [-0.20, -0.21, 0.18], [-0.27, -0.85, -1.03], [-1.41, 0.77, -0.09], [-1.12, -0.98, 0.84], [1.00, 0.10, -1.33], [1.28, 0.37, -1.04], [1.49, 0.80, -0.40], [0.34, -0.14, 0.23], [-0.52, 0.04, 0.81], [-0.10, -0.24, 0.17], [0.11, -0.04, 0.13], [0.02, 0.29, 0.81], [-0.11, -0.44, -0.27], [0.32, 0.53, 0.16], [-0.49, -0.48, 0.14], [-1.06, -0.29, 0.44], [-0.31, 0.14, 0.24], [0.75, 0.25, 0.04], [0.20, 0.48, -0.41], [-0.97, -1.30, -1.23], [0.97, -0.22, 0.33], [0.09, 0.08, 0.37], [-0.90, 0.41, -1.38], [0.15, 0.28, 0.43], [0.03, 0.25, 0.28], [0.42, -0.14, 0.11], [-0.18, 0.12, -0.02], [0.14, -0.05, -0.14], [-0.57, 0.53, 0.21], [0.19, 0.22, 0.29], [0.07, -0.40, -0.13], [0.17, -0.03, 0.48], [0.09, 0.14, 0.35], [-0.22, -0.21, 0.33], [0.06, -0.25, -0.07], [-0.10, 0.30, 0.50], [0.24, -0.54, -1.32], [0.36, 1.14, -0.31], [0.41, 1.27, 0.57], [-0.43, -1.23, -0.87], [0.76, -0.06, 0.20], [-0.37, 0.19, 0.05], [-0.44, -0.46, -0.29], [-0.13, -0.28, 0.23], [0.11, -0.30, 0.57], [-0.25, 0.15, 0.48], [0.16, -0.19, 0.20], [0.30, -0.86, 0.37], [-0.04, 0.07, 0.04], [0.16, 0.43, 0.03], [-0.06, -0.41, -0.06], [0.04, 0.23, 0.24], [-0.59, 0.92, 0.87], [0.03, 0.13, -1.49], [-1.63, -0.74, 0.65], [-0.61, -0.65, -0.14], [1.16, 1.44, 0.99], [0.53, -0.86, 0.15], [-0.09, 0.08, 0.13], [-0.03, -0.08, 0.20], [0.23, 0.10, -0.22], [0.03, -0.27, -0.17], [0.84, 0.28, -0.06], [-0.59, -0.17, -0.06], [0.57, -0.04, 0.27], [-0.42, 0.01, -0.62], [-0.09, -0.32, 0.21], [0.47, 0.11, -0.34], [0.02, 0.14, -0.43], [-0.02, -1.18, 0.70], [0.92, 0.65, -0.15], [0.66, 0.65, -0.15], [0.67, -0.59, 0.41], [-0.07, -0.30, -1.01], [-1.08, -0.39, 0.65], [-0.39, 0.02, 0.17], [-0.55, 0.38, -0.82], [-0.23, -0.08, 0.46], [0.22, -0.57, 0.12], [-0.27, 0.08, -0.43], [0.44, 0.33, 0.03], [-0.56, 0.28, 0.66], [0.03, 0.31, -0.12], [0.23, -0.10, -0.27], [-0.29, 0.38, -0.13], [0.29, 0.16, -0.12], [-0.42, 0.48, 0.92], [2.09, -1.34, 0.47], [-0.24, 1.23, -0.71], [-0.71, -0.65, 0.67], [1.53, 0.23, -0.11], [-0.64, 1.31, -0.23], [-0.39, -0.23, -0.64], [-0.05, -0.12, 0.08], [0.04, 0.08, 0.13], [-0.07, -0.06, 0.20], [-0.57, 0.00, 0.12], [0.47, 0.07, -0.02], [-0.46, -0.41, 0.35], [-0.14, 0.18, -0.07], [-0.29, 0.16, -1.03], [-0.03, -1.05, -0.39], [-0.18, 0.13, 0.20], [-0.29, -0.07, 0.13], [-0.03, -0.24, -1.33], [2.24, -0.39, -0.80], [-1.43, 1.01, 0.07], [-1.32, -0.72, -0.03], [0.08, 0.06, 1.70], [0.48, 0.11, 0.26], [0.48, -0.04, -0.42], [0.26, 0.37, 0.11], [-0.18, 0.25, -0.19], [-0.23, -0.61, 0.26], [-0.66, -0.18, 0.27], [-0.14, 0.01, 0.49], [0.03, -0.24, -0.36], [0.70, 0.24, 0.14], [-0.32, -0.26, -0.08], [0.27, 0.37, -0.17], [2.40, -0.25, -0.66], [-2.85, -1.03, 1.79], [-0.63, -0.05, -0.19], [-0.34, 0.87, -0.72], [-0.26, 0.59, 0.22], [1.62, 0.42, -0.99], [0.03, 0.08, -0.09], [0.51, 0.29, 0.22], [-0.44, -0.14, -0.10], [0.19, -0.44, 0.14], [0.04, 0.35, 0.42], [0.09, -0.23, -0.61], [-0.19, 0.23, 0.01], [0.11, -0.19, 0.59], [0.18, -0.26, 0.13], [-0.84, -0.60, 0.12], [0.53, 0.45, -0.22], [-1.19, -1.13, -0.09], [0.71, -0.71, 0.19], [-0.83, 0.81, -0.50], [-1.32, 0.22, -0.28], [0.00, -0.52, 0.47], [-0.53, 0.50, -0.66], [0.15, 0.27, -0.05], [0.35, 0.31, -0.05], [-0.02, -0.25, 0.28], [-0.08, -0.01, -0.06], [-0.03, 0.37, 0.11], [-0.21, 0.05, 0.03], [0.26, -0.16, -0.05], [1.27, 0.50, 0.00], [0.23, -0.61, 0.59], [0.32, 0.42, -0.30], [0.37, -0.13, 0.33], [1.19, -0.97, 0.19], [0.41, 0.14, -0.50], [-1.78, 1.32, -0.30], [0.21, -0.56, 1.21], [0.07, 0.69, 0.19], [-0.51, -0.30, -1.06], [-0.69, 0.10, 0.22], [0.39, -0.10, -0.54], [-0.32, 0.59, 0.24], [0.48, -0.11, -0.16], [0.23, -0.28, 0.06], [0.16, 0.22, 0.27], [0.02, -0.53, -0.11], [-0.12, 0.30, 0.16], [0.21, -0.12, -0.06], [-0.28, -0.59, -0.41], [0.45, 0.27, 0.61], [0.46, 0.14, 0.47], [-0.17, -0.44, -1.63], [0.64, -0.40, 0.91], [-0.64, 0.60, 0.85], [0.76, 0.07, 0.38], [-0.39, -0.36, 0.45], [-0.11, -0.22, -0.05], [-0.30, 0.54, 0.24], [-0.37, -0.13, 0.21], [-0.10, 0.21, 0.00], [0.29, -0.02, -0.62], [-0.14, 0.14, -0.50], [0.07, -0.29, 0.17], [-0.23, 0.09, -0.28], [-0.14, -0.11, -0.44], [0.24, -0.24, -0.75], [0.34, 0.43, 0.56], [-1.17, 0.48, -1.90], [-0.61, 0.53, 0.60], [0.02, -0.45, -0.05], [1.85, 0.60, 0.81], [-0.45, -0.95, -0.27], [0.65, 1.26, 0.55], [-0.21, 0.05, 0.09], [0.71, -0.05, 0.65], [-0.08, 0.16, -0.26], [0.23, 0.38, -0.27], [-0.75, -0.52, 0.03], [0.05, -0.54, -0.59], [-0.34, 0.12, -0.19], [-0.09, -0.48, 0.35], [0.01, 0.41, -0.10], [0.46, -0.10, 0.72], [-0.62, -0.04, -0.32], [1.25, 0.40, 0.10], [1.50, 0.32, 1.67], [-0.93, -1.40, 0.41], [1.19, 0.90, -1.19], [-1.21, -0.30, 1.02], [0.04, 0.90, -1.49], [-0.12, -0.37, -0.34], [0.02, -0.04, 0.06], [-0.41, 0.25, 0.36], [0.00, 0.15, 0.53], [-0.09, 0.65, -0.13], [0.43, 0.02, 0.01], [-0.07, -0.42, 0.02], [0.13, -0.37, 0.00], [-0.07, 0.08, -0.37], [-0.76, 0.19, -0.30], [-0.69, -1.04, -0.15], [-0.23, -0.76, -1.04], [0.60, 1.37, 0.13], [-0.77, 0.85, 0.10], [-0.95, -0.02, 0.53], [-0.24, 0.09, 0.33], [0.28, -0.73, 0.19], [0.03, 0.14, 0.35], [0.04, -0.21, 0.03], [0.05, -0.17, -0.30], [0.13, 0.28, -0.07], [-0.01, 0.02, -0.46], [0.26, -0.01, 0.58], [0.20, -0.38, -0.15], [0.45, -0.20, -0.48], [0.12, -0.08, 0.00], [-0.11, -0.42, 0.31], [0.00, 0.20, -0.16], [-0.94, 0.08, 2.31], [1.05, 1.37, -1.26], [-0.14, -0.63, -1.16], [0.31, -0.92, -0.35], [0.04, -0.01, 0.74], [-0.84, 1.47, -0.56], [-0.56, 0.17, -0.20], [0.13, -0.66, 0.74], [0.10, 0.03, 0.26], [0.01, -0.04, -0.24], [-0.49, -0.15, -0.55], [0.17, -0.38, 1.12], [0.30, 0.35, 0.08], [-0.13, -0.11, -0.10], [0.17, -0.04, -0.36], [0.55, -0.20, -0.21], [0.14, -0.16, -0.10], [-0.15, 0.55, -1.12], [0.63, 1.24, -0.01], [-1.35, -0.16, -0.28], [-0.05, 0.14, 0.15], [0.72, -0.29, -0.56], [0.41, -1.00, 0.31], [0.27, -0.15, -0.37], [0.52, -0.18, 0.59], [0.04, -0.27, 0.00], [-0.23, 0.05, -0.46], [0.19, -0.25, -0.07], [-0.24, 0.24, 0.27], [-0.40, 0.03, -0.23], [0.23, 0.71, 0.03], [0.08, -0.23, 0.22], [-0.20, -0.44, 0.52], [-0.22, 0.14, 0.72], [-1.22, 0.49, -0.48], [0.42, -0.80, -1.79], [-0.22, -0.02, 1.82], [-0.71, -0.17, -0.11], [1.34, 0.84, 0.13], [0.58, -0.06, 0.37], [-0.20, -0.01, 0.45], [0.03, -0.75, -0.23], [0.40, 0.02, 0.29], [-0.09, 0.35, 0.02], [-0.25, 0.66, -0.51], [0.27, -0.33, 0.35], [-0.10, -0.32, -0.55], [-0.25, 0.35, 0.05], [-0.06, -0.53, 0.22], [0.06, -0.06, 0.61], [0.08, 0.27, -0.48]], "mulliken_charge": [-1.09, 0.09, 0.16, -0.47, -0.24, -0.74, 0.38, 0.10, 0.23, 0.41, 0.47, -0.35, -0.08, 0.31, 0.27, 0.36, 0.36, -0.68, 1.44, -1.24, 0.13, -0.57, -0.73, -0.29, 0.37, 0.16, -0.54, 0.36, 0.40, 0.38, 0.11, 0.13, 0.37, 0.28, -1.63, 1.00, -0.36, -0.02, -1.37, 0.40, 0.25, 0.41, 0.41, -0.61, -0.06, 0.81, 0.03, 0.63, 0.34, -0.61, -0.37, -1.52, 0.06, -0.79, 0.22, -0.95, 1.89, -0.03, 0.36, 0.59, 0.45, 0.44, 0.23, 0.17, 0.12, 0.45, -0.84, -0.72, -2.24, 0.95, -1.17, -0.26, -0.54, 0.26, 0.32, 0.20, 0.59, 0.74, 0.03, 0.64, 0.21, 0.29, 0.39, -0.18, -0.13, -0.75, 1.07, 1.94, -0.65, 0.11, -0.43, 0.83, -0.30, -0.30, -0.74, -0.79, -0.44, 0.44, -0.24, -0.19, 0.45, -0.26, -1.33, 0.68, -1.00, 0.10, -0.68, -0.79, 0.35, 0.42, 0.24, 0.20, 0.39, 0.32, 0.41, 0.39, -0.19, 0.29, 0.29, -1.43, 0.64, 0.16, -0.53, -0.21, -0.72, 0.32, 0.39, 0.31, 0.26, -0.49, 0.24, 0.20, -0.07, 0.36, 0.24, 0.27, -1.82, 3.27, -0.75, -0.28, -0.76, -0.74, 0.20, 0.46, 0.30, -1.19, 0.31, -0.20, 0.16, 0.54, 0.17, 0.41, 0.10, -1.06, 0.83, -0.89, -0.24, -0.82, -0.74, 0.39, -0.41, 0.69, -0.02, 0.43, 0.46, 0.33, 0.25, 0.31, 0.00, 0.36, -0.06, 0.77, -1.07, -0.31, -0.72, 0.58, 0.33, -0.70, -0.03, -0.43, 0.23, 0.33, 0.21, 0.32, 0.33, -0.40, 0.22, -1.53, 0.97, -0.64, -0.47, -0.66, -0.84, 0.38, -0.03, 0.63, 0.24, 0.21, 0.31, 0.26, 0.26, 0.30, 0.27, 0.27, -1.83, 0.77, -0.28, 0.80, -0.88, -0.48, 0.47, 0.33, 0.35, 0.07, 0.36, -0.42, -0.04, 0.00, 0.49, 0.36, -0.12, -0.99, 1.47, -1.16, -0.30, -0.86, -0.69, 0.91, -0.21, -0.18, -0.46, 0.48, 0.49, 0.29, 0.26, 0.34, 0.29, 0.37, -1.14, 0.96, -0.68, -0.34, -0.70, 1.80, 0.23, -0.07, 0.49, 0.14, 0.34, 0.28, 0.30, 0.27, 0.25, -1.00, -0.95, -0.97, 0.30, -0.80, -0.06, -0.70, -0.66, 0.26, 0.40, -0.02, 0.30, 0.25, 0.40, 0.47, 0.47, -0.16, 0.27, 0.29, 0.32, 0.61, -1.15, -0.05, -0.92, -0.71, -0.65, 0.04, 0.00, 0.49, 0.51, 0.02, 0.28, 0.28, 0.29, 0.19, 0.30, -0.75, 0.94, 0.06, 0.37, 1.14, 2.07, -0.26, 0.04, 0.17, 0.11, -0.47, 0.15, 0.13, -1.32, -0.51, 0.10, -1.27, -0.74, 1.86, -0.98, -0.07, -0.51, -0.78, 0.35, 0.18, -0.10, -0.67, 0.53, -0.07, 0.06, 0.13, 0.37, 0.26, 0.32]}